1.
{"formula": "C5H8O2", "method": "ωB97M-V with the def2-TZVPD basis set", "relative_energy_ev": 1.636, "gap_ev": 10.77, "max_force_ev_per_a": 0.60, "lumo_ha": 0.03195, "smiles": "O=CCC1(O)CC1", "species": ["O", "C", "C", "C", "O", "C", "C", "H", "H", "H", "H", "H", "H", "H", "H"], "coordinates": [[0.3649, 1.6738, -0.7926], [0.2460, 0.5527, 0.0393], [-1.2002, 0.1687, 0.3412], [-1.6159, -1.0031, -0.5157], [-1.3011, -1.0972, -1.6809], [1.3713, 0.4104, 1.0177], [1.2730, -0.5180, -0.1723], [0.0618, 1.3905, -1.6672], [-1.4191, -0.0242, 1.3958], [-1.8183, 1.0277, 0.0550], [-2.1886, -1.8149, -0.0250], [1.1709, -0.0261, 1.9964], [2.1172, 1.2051, 1.0072], [1.9432, -0.3921, -1.0199], [0.9951, -1.5533, 0.0212]], "mulliken_charge": [-0.593, 0.996, -0.862, -0.007, -0.463, -0.683, -0.717, 0.383, 0.306, 0.337, 0.336, 0.230, 0.274, 0.231, 0.232]}

2.
{"formula": "C45H38Cl2F9IrN3P", "method": "ωB97M-V with the def2-TZVPD basis set", "total_charge": 1, "relative_energy_ev": 0.652, "gap_ev": [7.41, 7.33], "max_force_ev_per_a": 0.10, "lumo_ha": [-0.09814, -0.13116], "spin_multiplicity": 2, "species": ["Ir", "C", "C", "C", "C", "C", "C", "C", "N", "C", "N", "C", "C", "C", "C", "C", "C", "C", "N", "C", "C", "C", "C", "C", "C", "C", "H", "H", "H", "H", "H", "H", "H", "H", "H", "H", "H", "H", "H", "H", "H", "H", "H", "H", "H", "H", "H", "H", "Cl", "C", "Cl", "H", "H", "F", "C", "F", "F", "C", "C", "C", "C", "C", "C", "P", "C", "C", "C", "C", "C", "C", "C", "F", "F", "F", "C", "C", "C", "C", "C", "C", "C", "F", "F", "F", "H", "H", "H", "H", "H", "H", "H", "H", "H", "H", "H", "H", "C", "H", "H"], "coordinates": [[0.3384, -1.9032, 0.5390], [0.7364, 1.8664, 4.5499], [0.2790, 3.1284, 3.8732], [0.7424, 4.3709, 4.2921], [0.3145, 5.5448, 3.6877], [-0.5919, 5.4983, 2.6409], [-1.0524, 4.2693, 2.1946], [-0.6211, 3.0999, 2.8033], [-1.1280, 1.8463, 2.3245], [-0.3499, 0.8841, 1.7650], [0.8326, 1.3035, 1.2562], [2.0235, 0.5435, 1.1830], [2.0233, -0.8353, 0.9627], [3.2532, -1.5017, 1.0459], [4.4350, -0.8149, 1.2561], [4.4163, 0.5669, 1.3794], [3.2197, 1.2629, 1.3568], [3.2041, 2.7598, 1.5228], [-0.7224, -0.3652, 1.6857], [-1.8473, -0.7555, 2.4890], [-1.6315, -1.0669, 3.8307], [-2.6740, -1.4889, 4.6390], [-3.9509, -1.5997, 4.1056], [-4.1699, -1.2645, 2.7801], [-3.1351, -0.8309, 1.9534], [-3.4211, -0.4377, 0.5330], [1.2403, 2.0978, 5.4863], [1.4378, 1.3034, 3.9257], [-0.1072, 1.2114, 4.7695], [1.4400, 4.4170, 5.1195], [0.6865, 6.4972, 4.0410], [-0.9306, 6.4087, 2.1659], [-1.7537, 4.2054, 1.3723], [-2.0388, 1.5476, 2.6406], [0.9572, 2.3050, 1.2678], [3.2832, -2.5745, 0.9110], [5.3714, -1.3549, 1.3058], [5.3409, 1.1138, 1.5153], [4.2191, 3.1408, 1.6133], [2.6542, 3.0701, 2.4155], [2.7446, 3.2617, 0.6644], [-0.6298, -0.9748, 4.2302], [-2.4916, -1.7224, 5.6801], [-4.7745, -1.9325, 4.7229], [-5.1693, -1.3351, 2.3679], [-4.4099, -0.7775, 0.2278], [-2.6881, -0.8644, -0.1501], [-3.3962, 0.6494, 0.4158], [-1.9300, -4.1413, 1.7795], [-0.6924, -4.2890, 3.0093], [0.6558, -3.1146, 2.7730], [-0.2548, -5.2788, 2.9671], [-1.1220, -4.0653, 3.9786], [-6.1731, -2.0109, -3.4275], [-5.1771, -2.6651, -4.0529], [-5.2426, -2.3399, -5.3515], [-5.4283, -3.9755, -3.9446], [-3.8423, -2.2946, -3.4578], [-3.2234, -3.1340, -2.5465], [-2.0242, -2.7481, -1.9667], [-1.4397, -1.5282, -2.2973], [-2.0627, -0.7025, -3.2337], [-3.2628, -1.0823, -3.8090], [0.1511, -1.0812, -1.5303], [1.3955, -1.6545, -2.7327], [1.0244, -2.0748, -4.0084], [1.9890, -2.4795, -4.9169], [3.3278, -2.4624, -4.5563], [3.7096, -2.0478, -3.2903], [2.7437, -1.6514, -2.3796], [4.3505, -2.9211, -5.5641], [4.1869, -4.2220, -5.8576], [5.6038, -2.7608, -5.1209], [4.2347, -2.2389, -6.7149], [0.2293, 0.7336, -1.6634], [-0.8813, 1.5005, -1.3097], [-0.8187, 2.8809, -1.3379], [0.3660, 3.5074, -1.7074], [1.4750, 2.7583, -2.0608], [1.4035, 1.3721, -2.0442], [0.4406, 5.0118, -1.6918], [0.6754, 5.4643, -0.4423], [-0.7090, 5.5682, -2.1004], [1.4231, 5.4764, -2.4712], [-3.6730, -4.0833, -2.2901], [-1.5398, -3.4043, -1.2530], [-1.6137, 0.2399, -3.5198], [-3.7455, -0.4414, -4.5347], [-0.0154, -2.1014, -4.3020], [1.6981, -2.8099, -5.9055], [4.7543, -2.0399, -3.0128], [3.0465, -1.3449, -1.3875], [-1.8036, 1.0189, -1.0150], [-1.6896, 3.4724, -1.0876], [2.3887, 3.2502, -2.3655], [2.2734, 0.8018, -2.3366], [0.9746, -3.5215, -0.2817], [1.2049, -3.7146, -1.3263], [1.1306, -4.4048, 0.3410]], "mulliken_charge": [1.035, -0.965, 1.071, -0.616, -0.764, -0.696, -0.370, -0.484, 0.389, -0.288, 2.152, 0.104, -0.808, -0.512, -1.015, -1.026, 1.395, -1.267, 0.140, -1.800, 0.217, -1.471, -0.777, -1.022, 1.432, -1.015, 0.560, 0.061, 0.133, 0.458, 0.416, 0.458, 0.469, 0.407, -0.091, 0.487, 0.453, 0.430, 0.467, 0.159, 0.124, 0.822, 0.490, 0.454, 0.465, 0.635, -0.020, 0.326, -0.030, -0.532, -0.081, 0.446, 0.389, -0.251, 0.759, -0.263, -0.271, 0.207, -0.978, -0.513, -0.273, -0.088, -1.140, 2.569, 0.181, -0.862, -1.299, 0.180, -0.813, 0.124, 0.718, -0.248, -0.280, -0.252, -0.202, -0.736, -0.813, 0.004, -0.993, -0.493, 0.770, -0.203, -0.278, -0.288, 0.496, 0.317, 0.584, 0.469, 0.460, 0.426, 0.558, 0.298, 0.516, 0.639, 0.507, 0.512, -0.875, 0.322, 0.402]}

3.
{"formula": "C9H9F6N2O9S5Ta", "method": "ωB97M-V with the def2-TZVPD basis set", "relative_energy_ev": 0.986, "gap_ev": 7.19, "max_force_ev_per_a": 2.96, "lumo_ha": -0.04534, "species": ["Ta", "O", "C", "C", "N", "C", "C", "O", "O", "C", "C", "O", "O", "H", "H", "H", "H", "H", "H", "H", "H", "H", "S", "C", "S", "S", "F", "C", "F", "F", "S", "O", "O", "N", "S", "O", "O", "C", "F", "F", "F"], "coordinates": [[0.7706, -0.7218, 0.1957], [-0.8962, 1.3577, 0.0894], [-1.0562, 2.0488, -1.1548], [0.3174, 2.4691, -1.6167], [1.2059, 1.3192, -1.7643], [2.5775, 1.6754, -1.4367], [2.7337, 1.6206, 0.0912], [3.4166, 2.3765, 0.7123], [2.0220, 0.6279, 0.6135], [0.9500, 0.5423, -2.9639], [-0.1357, -0.5115, -2.6941], [-0.9343, -0.8566, -3.5116], [-0.0629, -0.9841, -1.4517], [-1.7531, 1.3185, 0.5319], [-1.6714, 2.9364, -1.0044], [-1.5411, 1.3975, -1.8860], [0.7408, 3.1322, -0.8614], [0.2270, 3.0249, -2.5574], [2.8624, 2.6718, -1.7779], [3.2673, 0.9405, -1.8507], [1.8443, -0.0187, -3.2398], [0.6368, 1.1483, -3.8165], [4.3742, -3.7975, 0.0392], [3.1419, -2.7554, 0.0634], [1.9933, -2.5571, 1.3669], [2.7201, -1.6602, -1.2289], [-3.6727, -2.6109, -0.7391], [-3.3646, -1.5185, -0.0815], [-2.7825, -0.6440, -0.9069], [-4.4709, -0.9700, 0.4044], [-2.1833, -1.8606, 1.3201], [-0.8928, -2.2027, 0.7148], [-2.7912, -2.8218, 2.1632], [-2.1345, -0.3822, 1.9071], [-0.9175, 0.0779, 2.7816], [0.3538, -0.3839, 2.1951], [-1.0115, 1.4444, 3.1340], [-0.9690, -1.0102, 4.3014], [-0.5558, -2.2180, 3.9031], [-2.1958, -1.0872, 4.7750], [-0.1628, -0.5573, 5.2411]], "mulliken_charge": [1.908, -0.377, -0.710, -1.075, 0.143, -0.790, 0.727, -0.593, -0.672, -0.945, 0.689, -0.603, -0.318, 0.328, 0.618, 0.288, 0.497, 0.370, 0.382, 0.471, 0.502, 0.335, -0.203, 0.289, -0.249, -0.355, -0.190, 0.614, -0.134, -0.218, 1.057, -0.639, -0.511, -0.559, 1.057, -0.546, -0.645, 0.601, -0.162, -0.194, -0.189]}

4.
{"formula": "C9H19O7P", "method": "ωB97M-V with the def2-TZVPD basis set", "gap_ev": 11.16, "max_force_ev_per_a": 0.95, "lumo_ha": 0.02982, "smiles": "CCOCOP(=O)(OCOCC)OC[C@@H]1CO1", "species": ["C", "C", "O", "C", "O", "P", "O", "O", "C", "O", "C", "C", "O", "C", "C", "C", "O", "H", "H", "H", "H", "H", "H", "H", "H", "H", "H", "H", "H", "H", "H", "H", "H", "H", "H", "H"], "coordinates": [[-1.0894, -3.7439, -3.1114], [0.2137, -3.8347, -2.3249], [0.8649, -2.5924, -2.1486], [0.2929, -1.8080, -1.1588], [1.2941, -0.8557, -0.8335], [0.9428, 0.2779, 0.2128], [-0.4631, 0.3164, 0.6302], [1.4900, 1.6096, -0.4399], [0.7423, 2.1838, -1.5313], [0.3071, 3.4466, -1.2212], [-0.6015, 3.5401, -0.1286], [-2.0230, 3.1185, -0.4872], [2.0043, 0.0145, 1.3477], [1.7528, 0.6015, 2.6342], [0.9425, -0.3420, 3.5103], [-0.3539, 0.0692, 4.0657], [0.8489, 0.0586, 4.8603], [-1.7178, -4.6000, -2.8781], [-0.8957, -3.7498, -4.1801], [-1.6377, -2.8341, -2.8836], [0.9150, -4.4629, -2.8664], [0.0460, -4.3146, -1.3566], [0.0399, -2.4075, -0.2803], [-0.6040, -1.2990, -1.5136], [1.4294, 2.2747, -2.3643], [-0.0768, 1.5139, -1.8074], [-0.5849, 4.5866, 0.1602], [-0.2437, 2.9699, 0.7253], [-2.4953, 2.6578, 0.3762], [-2.6238, 3.9646, -0.8031], [-2.0173, 2.3650, -1.2699], [1.2309, 1.5504, 2.5278], [2.7217, 0.7650, 3.0965], [1.0970, -1.3934, 3.3052], [-1.0547, -0.7068, 4.3327], [-0.6938, 1.0603, 3.8038]], "mulliken_charge": [-0.955, -0.315, -0.367, -0.272, -0.429, 1.489, -0.695, -0.427, -0.377, -0.426, 0.360, -1.017, -0.486, -0.468, 0.169, -0.488, -0.464, 0.312, 0.273, 0.304, 0.298, 0.367, 0.299, 0.273, 0.299, 0.292, 0.373, -0.270, 0.283, 0.339, 0.267, 0.217, 0.305, 0.447, 0.284, 0.205]}